Model P:
# C6H11N

An isolated molecule of C6H11N (ωB97M-V with the def2-TZVPD basis set, OMol25).

Cartesian coordinates (Å):
C (2.33825, -0.56859, -1.08024)
C (0.58861, 0.66016, -0.08806)
C (-0.31637, -0.48997, 0.46280)
C (-0.36589, 1.77904, -0.54118)
C (-0.86951, -0.18603, 1.82212)
C (-0.58283, -1.56056, -0.31069)
N (1.48043, 0.32988, -1.14684)
H (2.84701, -0.73583, -2.07320)
H (1.04708, 0.95380, 0.90013)
H (-0.20490, 2.14620, -1.48634)
H (-0.37891, 2.71323, 0.06043)
H (-1.41848, 1.44871, -0.48381)
H (-0.06931, 0.26648, 2.60264)
H (-1.32711, -1.04750, 2.29751)
H (-1.70266, 0.48726, 1.67733)
H (-1.27162, -2.29140, -0.23004)
H (2.66384, -1.14429, -0.27747)
H (-0.22497, -1.48722, -1.31764)



Model Q:
# C6H11N

An isolated molecule of C6H11N (ωB97M-V with the def2-TZVPD basis set, OMol25).

Cartesian coordinates (Å):
C (-1.83505, 0.48381, -0.48888)
C (-1.34861, -0.89672, -0.10200)
C (0.15695, -0.94535, -0.34714)
C (0.88289, 0.01997, 0.59292)
C (2.37795, 0.10787, 0.24547)
C (0.25264, 1.40808, 0.70265)
N (-0.95748, 1.49022, 0.17117)
H (-1.41799, 2.39072, 0.22437)
H (-1.81125, 0.62360, -1.58098)
H (-2.87450, 0.65961, -0.17598)
H (-1.56253, -1.04729, 0.96475)
H (-1.87601, -1.67997, -0.65578)
H (0.53913, -1.96440, -0.23435)
H (0.35989, -0.63631, -1.38394)
H (0.82663, -0.38510, 1.61932)
H (2.82205, -0.89629, 0.21353)
H (2.53159, 0.56281, -0.74009)
H (2.93368, 0.70474, 0.97497)



Name the least stable of them. model P.



Model P:
# C9H12N3

A cluster of 2 separate species, C9H12N3 in total (ωB97M-V with the def2-TZVPD basis set, OMol25).

The charge is +1.

Cartesian coordinates (Å):
C (-1.27868, 1.24235, -0.93552)
N (-0.09030, 0.60965, -0.38126)
C (-0.22435, -0.67655, 0.10718)
C (-1.46205, -1.08258, 0.67267)
C (-1.60204, -2.36963, 1.19628)
C (-0.51908, -3.27804, 1.15969)
C (0.69725, -2.88239, 0.57840)
C (0.85854, -1.58845, 0.08894)
C (1.17003, 1.07834, -0.99584)
H (-2.01312, 0.48806, -1.25976)
H (-1.78501, 1.88738, -0.20692)
H (-1.00501, 1.84716, -1.80893)
H (-2.30655, -0.38205, 0.69181)
H (-2.55322, -2.66322, 1.64778)
H (-0.63526, -4.28467, 1.56047)
H (1.53349, -3.58193, 0.49904)
H (1.80857, -1.29181, -0.35771)
H (2.00253, 0.43120, -0.70072)
H (1.01115, 1.05434, -2.09952)
C (1.54680, 2.42702, -0.63768)
N (0.53064, 3.14467, 1.04982)
N (0.61736, 4.11645, 1.60165)
H (1.18101, 3.21394, -1.30252)
H (2.51728, 2.54077, -0.16734)



Model Q:
# C9H12N3

A cluster of 2 separate species, C9H12N3 in total (ωB97M-V with the def2-TZVPD basis set, OMol25).

The charge is +1.

Cartesian coordinates (Å):
C (-0.56292, -1.55635, -2.01120)
C (-1.72595, -2.17559, -1.46210)
C (0.37167, -0.92397, -1.28352)
C (-1.84720, -2.04542, -0.12575)
C (0.07873, -0.58296, 0.06229)
C (-0.61025, 1.93722, -0.37280)
C (2.30447, 0.43857, 1.10637)
C (1.23754, 0.63637, 2.19987)
C (0.89359, 0.22845, 0.83519)
N (-1.04254, -1.20544, 0.59845)
N (-1.69004, 1.91071, 0.20576)
N (0.12314, 2.58916, -1.21810)
H (-0.22694, -1.83650, -3.06617)
H (-2.21657, -2.90621, -2.01843)
H (1.18932, -0.51653, -1.76389)
H (-2.83691, -2.31564, 0.43247)
H (2.85260, 1.30023, 0.89222)
H (2.94286, -0.41651, 1.15751)
H (1.17872, -0.06247, 3.07526)
H (0.92057, 1.56917, 2.44497)
H (-1.12074, -1.06952, 1.54019)
H (-1.83022, 1.36505, 1.04691)
H (1.04788, 2.29515, -1.40184)
H (-0.40051, 2.81889, -2.00328)



Name the least stable of them. model Q.



Model P:
# CH3NOS

A cluster of 2 separate species, CH3NOS in total (ωB97M-V with the def2-TZVPD basis set, OMol25).

Cartesian coordinates (Å):
C (-1.01862, -0.00784, 0.55873)
N (-0.00112, -0.68589, 0.43611)
O (1.83399, 0.87317, 0.07590)
S (1.46019, -0.47989, -0.23720)
H (-1.72814, -0.28616, 1.37283)
H (-1.11126, 0.94027, 0.10970)
H (0.56494, -0.35366, -2.31607)



Model Q:
# CH3NOS

An isolated molecule of CH3NOS (ωB97M-V with the def2-TZVPD basis set, OMol25).

Cartesian coordinates (Å):
C (-1.11914, -0.59888, -0.14381)
N (1.27091, 0.61784, -0.22836)
O (-2.22626, -0.95868, -0.18572)
S (-0.49569, 1.01085, -0.45754)
H (-0.21322, -1.24521, 0.42771)
H (1.14163, -0.21239, 0.29754)
H (1.64177, 1.38647, 0.29017)



Model R:
# CH3NOS

An isolated molecule of CH3NOS (ωB97M-V with the def2-TZVPD basis set, OMol25).

Cartesian coordinates (Å):
C (-0.06493, 0.73568, 0.81290)
H (0.96153, -2.05171, -1.50275)
H (-1.31897, -0.58388, -0.13723)
H (0.88579, 1.10967, 0.82681)
N (-0.27649, -0.24026, -0.14184)
O (-0.95563, 1.40622, 1.53601)
S (0.76869, -0.37573, -1.39389)



Model S:
# CH3NOS

A structure of composition CH3NOS (ωB97M-V with the def2-TZVPD basis set, OMol25).

Cartesian coordinates (Å):
C (1.18002, 0.16282, -0.27574)
N (-0.46736, -0.70030, -0.40258)
O (2.30466, 0.04444, 0.15104)
S (-1.73478, 0.31008, -0.15003)
H (0.92283, 1.01922, -0.97678)
H (-0.47550, -1.27469, 0.41365)
H (-1.72987, 0.43843, 1.24044)



Name the least stable of them. model P.



Model P:
# C5H7NO3

An isolated molecule of C5H7NO3 (ωB97M-V with the def2-TZVPD basis set, OMol25).

Cartesian coordinates (Å):
C (-1.82582, 1.08353, 0.23820)
N (1.77887, -0.22436, 0.07700)
C (0.54074, 0.50843, 0.76703)
C (1.50314, 0.92360, -1.26842)
C (-0.80085, -0.00104, 0.39489)
C (-1.05893, -1.30351, 0.33530)
O (1.85698, -1.54587, -0.37498)
O (0.80982, 1.27160, 1.64567)
O (1.42300, 0.33184, -2.27835)
H (1.73448, -1.47223, -1.34599)
H (2.62414, 0.03987, 0.58485)
H (-1.56704, 1.72634, -0.60424)
H (-1.84808, 1.70775, 1.13276)
H (-2.81296, 0.65910, 0.07222)
H (-2.05315, -1.65500, 0.09918)
H (-0.30433, -2.05005, 0.52488)



Model Q:
# C5H7NO3

An isolated molecule of C5H7NO3 (ωB97M-V with the def2-TZVPD basis set, OMol25).

Cartesian coordinates (Å):
C (-0.09319, -0.48357, -0.07518)
C (-1.08847, 0.40867, -0.87014)
C (-0.73873, -0.95990, 1.22927)
C (1.18588, 0.38010, 0.23835)
O (0.30841, -1.57272, -0.85393)
O (0.93350, 1.42759, 1.02186)
C (-0.27943, 1.19141, -1.76340)
O (2.28480, -0.05239, -0.00245)
N (0.52277, 1.80371, -2.31642)
H (1.27711, -1.53876, -0.93851)
H (1.76642, 1.80455, 1.34825)
H (-1.62668, 1.07843, -0.19713)
H (-1.76514, -0.23340, -1.43671)
H (-1.63157, -1.53473, 0.99399)
H (-0.04411, -1.60289, 1.76506)
H (-1.01157, -0.11610, 1.85710)



Model R:
# C5H7NO3

A cluster of 3 separate species, C5H7NO3 in total (ωB97M-V with the def2-TZVPD basis set, OMol25).

Cartesian coordinates (Å):
C (1.73753, 0.65450, 0.13267)
C (0.29360, 0.11620, 0.13063)
C (0.27097, -1.13023, 1.03496)
O (0.23345, -2.26700, 0.65505)
C (-0.64025, 1.20552, 0.68121)
O (-1.58359, 1.03512, 1.40762)
C (-0.14803, -0.24875, -1.24434)
N (-0.12210, -0.90961, -2.25657)
H (2.42187, -0.09874, -0.27335)
H (1.81676, 1.54250, -0.50613)
H (1.99980, 0.94283, 1.15900)
H (0.44801, -0.89068, 2.10470)
H (-0.57949, 2.18799, 0.16860)
O (-2.02832, -0.79422, -0.80961)
H (-2.48256, -0.02153, -0.44167)
H (-1.63764, -1.32390, -1.94279)



Name the least stable of them. model R.